Record 1
# C24H31CuN5O2Se

A structure of composition C24H31CuN5O2Se (ωB97M-V/def2-TZVPD, the OMol25 dataset).

```
! wB97M-V def2-TZVPD RIJCOSX def2/J DEFGRID3
* xyz -1 1
Cu -1.42 -1.42 -2.37
N 0.05 -0.55 -3.86
N -0.07 0.83 -3.65
C -0.43 1.26 -2.34
O -0.27 2.46 -2.11
O -0.85 0.34 -1.57
H 0.95 -0.91 -3.58
H -0.13 -0.78 -4.82
H 0.64 1.40 -4.08
C 2.10 3.84 -1.35
C 2.92 2.59 -1.66
C 4.06 2.35 -0.65
C 3.80 1.27 0.40
N 2.50 1.30 1.06
C 1.64 0.22 1.11
Se 1.80 -1.35 0.20
N 0.64 0.56 1.98
C -0.42 -0.35 2.41
C -1.71 -0.38 1.59
C -2.70 0.78 1.78
C -2.43 2.01 0.90
C 0.92 1.79 2.55
C 0.26 2.52 3.53
C 0.81 3.73 3.91
C 2.00 4.20 3.34
C 2.66 3.46 2.37
C 2.10 2.25 1.98
H 1.25 3.93 -2.03
H 2.72 4.74 -1.42
H 1.67 3.80 -0.34
H 3.34 2.69 -2.66
H 2.25 1.72 -1.68
H 4.32 3.30 -0.17
H 4.95 2.01 -1.17
H 4.57 1.31 1.17
H 3.85 0.29 -0.07
H -0.64 -0.09 3.45
H 0.01 -1.34 2.38
H -2.21 -1.31 1.88
H -1.46 -0.46 0.53
H -2.74 1.07 2.84
H -3.70 0.41 1.53
H -1.49 2.50 1.14
H -3.23 2.75 1.00
H -2.37 1.71 -0.15
H -0.66 2.16 3.97
H 0.31 4.33 4.67
H 2.41 5.15 3.66
H 3.58 3.82 1.93
C -2.94 -2.69 -2.08
C -2.61 -4.03 -1.60
C -2.26 -4.26 -0.25
C -1.97 -5.53 0.22
C -2.01 -6.63 -0.64
C -2.32 -6.42 -1.98
C -2.61 -5.15 -2.45
C -1.75 -7.95 -0.14
N -1.54 -9.02 0.25
H -3.52 -2.14 -1.34
H -3.51 -2.74 -3.02
H -2.20 -3.41 0.42
H -1.72 -5.67 1.26
H -2.34 -7.27 -2.66
H -2.85 -5.01 -3.50
*
```

Calculated values
E_HOMO	-0.151	hartree
HOMO-LUMO gap	6.7	eV
DFT total energy	-146925.493	eV
E_LUMO	2.6	eV

---

Record 2
# C35H35N6O3PdS2

A structure of composition C35H35N6O3PdS2 (ωB97M-V/def2-TZVPD, the OMol25 dataset).

```
! wB97M-V def2-TZVPD RIJCOSX def2/J DEFGRID3
* xyz 1 1
Pd 0.24 2.09 0.92
C -0.55 1.59 5.22
C 0.71 1.23 5.67
C 1.79 1.42 4.83
C 1.58 1.93 3.55
N 0.35 2.25 3.10
C -0.68 2.10 3.94
C 2.68 2.18 2.63
C 3.95 2.58 3.08
C 4.94 2.85 2.17
C 4.65 2.74 0.81
C 3.38 2.35 0.43
N 2.42 2.07 1.31
H -1.41 1.48 5.86
H 0.85 0.81 6.65
H 2.79 1.16 5.15
H -1.65 2.44 3.57
H 4.11 2.69 4.14
H 5.92 3.16 2.50
H 5.40 2.94 0.06
H 3.12 2.25 -0.62
C -2.82 -5.32 -0.38
O -2.02 -4.17 -0.53
C -1.09 -4.15 -1.53
C -0.84 -5.18 -2.42
C 0.15 -5.04 -3.38
C 0.91 -3.89 -3.44
C 0.68 -2.86 -2.55
C -0.33 -2.97 -1.61
N -0.61 -2.00 -0.63
C -0.35 -0.67 -0.62
N -0.25 -0.05 -1.82
C 0.11 1.27 -2.11
C 0.32 2.27 -1.17
C 0.62 3.56 -1.63
C 0.76 3.82 -2.99
C 0.58 2.81 -3.92
C 0.24 1.54 -3.50
O 0.01 0.46 -4.31
C 0.38 0.56 -5.67
N -0.31 -0.01 0.51
C -0.35 -0.72 1.72
C -1.41 -0.45 2.59
C -1.61 -1.18 3.74
C -0.72 -2.19 4.07
C 0.36 -2.45 3.25
C 0.57 -1.73 2.07
O 1.63 -2.15 1.31
C 2.40 -1.23 0.58
H -3.53 -5.08 0.41
H -2.23 -6.18 -0.08
H -3.37 -5.55 -1.30
H -1.40 -6.10 -2.36
H 0.33 -5.85 -4.07
H 1.70 -3.80 -4.17
H 1.31 -1.99 -2.57
H -1.01 -2.39 0.21
H -0.36 -0.64 -2.64
H 0.76 4.37 -0.92
H 1.00 4.82 -3.32
H 0.71 3.03 -4.97
H -0.20 1.33 -6.19
H 0.16 -0.41 -6.11
H 1.45 0.78 -5.77
H -2.12 0.32 2.30
H -2.46 -0.97 4.37
H -0.86 -2.78 4.97
H 1.08 -3.21 3.48
H 3.36 -1.72 0.40
H 2.56 -0.31 1.15
H 1.96 -0.97 -0.38
S -1.90 3.29 1.02
C -2.86 2.43 -0.03
N -2.94 2.67 -1.35
C -3.73 1.75 -2.13
C -4.80 1.23 -1.18
S -4.01 1.20 0.46
H -2.20 3.21 -1.78
H -3.10 0.92 -2.49
H -4.16 2.27 -2.99
H -5.15 0.23 -1.43
H -5.65 1.92 -1.11
*
```

Calculated values
E_HOMO (alpha / beta)	-0.356 / -0.356	hartree
HOMO-LUMO gap (alpha / beta)	6.7 / 6.7	eV
DFT total energy	-77091.713	eV
E_LUMO (alpha / beta)	-2.9 / -2.9	eV

---

Record 3
# C5H7NO2

An isolated molecule of C5H7NO2 (ωB97M-V/def2-TZVPD, the OMol25 dataset).

```
! wB97M-V def2-TZVPD RIJCOSX def2/J DEFGRID3
* xyz 0 1
O -2.99 0.54 -0.27
C -2.26 -0.38 -0.48
N -0.94 -0.30 -0.29
C -0.25 0.61 0.57
C 0.82 1.37 -0.08
O 1.50 0.40 -0.92
C 1.44 -0.83 -0.24
C 0.17 -0.80 0.52
H -2.59 -1.33 -0.90
H -0.74 1.07 1.43
H 0.53 2.17 -0.73
H 1.55 1.74 0.71
H 2.28 -0.92 0.43
H 1.60 -1.68 -0.97
H -0.13 -1.65 1.22
*
```

Calculated values
E_HOMO	-0.355	hartree
ΔE to the lowest compared entry with this formula, charge and spin	49.5	kcal per mole
HOMO-LUMO gap	10.5	eV
DFT total energy	-10881.471	eV
E_LUMO	0.8	eV
SMILES string	O=CN1[C@@H]2COC[C@@H]21

---

Record 4
# H24O12

A cluster of 12 separate species, H24O12 in total (ωB97M-V/def2-TZVPD, the OMol25 dataset).

```
! wB97M-V def2-TZVPD RIJCOSX def2/J DEFGRID3
* xyz 0 1
O -0.66 -2.52 3.66
H -1.59 -2.59 3.56
H -0.05 -2.34 2.92
O 2.18 4.20 0.07
H 2.03 3.44 0.67
H 2.72 3.60 -0.65
O -0.82 2.63 1.73
H -0.08 2.15 1.91
H -0.45 3.15 1.00
O -1.42 2.50 -2.88
H -1.72 1.74 -2.47
H -1.78 2.61 -3.68
O 3.92 0.67 2.17
H 2.98 1.03 1.93
H 3.77 0.13 2.87
O 0.32 -3.34 -0.31
H -0.31 -3.31 -0.93
H 0.60 -4.23 -0.16
O 3.53 1.27 -2.08
H 3.94 1.63 -2.84
H 3.30 0.45 -2.33
O -3.28 -1.30 1.91
H -3.88 -0.78 1.44
H -3.60 -1.23 2.75
O 0.05 -0.16 -0.72
H 0.63 0.57 -0.99
H 0.76 -0.67 -0.27
O 2.85 -0.67 -0.50
H 3.47 -1.27 -0.16
H 3.06 0.07 -0.02
O -2.99 -3.59 -0.54
H -2.74 -3.13 -1.30
H -2.45 -4.30 -0.52
O -3.89 0.58 -2.34
H -3.72 -0.21 -1.98
H -3.23 1.25 -2.08
*
```

Calculated values
E_HOMO	-0.409	hartree
ΔE to the lowest compared entry with this formula, charge and spin	124.6	kcal per mole
HOMO-LUMO gap	10.8	eV
DFT total energy	-24956.291	eV
E_LUMO	-0.3	eV
SMILES string	O.O.O.O.O.O.O.O.O.O.O.O

---

Record 5
# C3H3N3O

An isolated molecule of C3H3N3O (ωB97M-V/def2-TZVPD, the OMol25 dataset).

```
! wB97M-V def2-TZVPD RIJCOSX def2/J DEFGRID3
* xyz 0 1
H 2.71 0.64 -0.10
N 2.38 -0.39 0.12
C 1.10 -0.42 -0.08
N 0.25 -1.69 0.06
N -0.95 -1.43 -0.04
C -1.54 -0.10 0.05
C -0.79 0.95 0.17
O 0.51 0.91 -0.10
H -2.56 -0.50 -0.10
H -1.12 2.02 0.03
*
```

Calculated values
E_HOMO	-0.353	hartree
ΔE to the lowest compared entry with this formula, charge and spin	102.2	kcal per mole
HOMO-LUMO gap	9.0	eV
DFT total energy	-9673.024	eV
E_LUMO	-0.6	eV
SMILES string	[H]/N=c1/nncco1

---

Record 6
# C2H3N3O3

An isolated molecule of C2H3N3O3 (ωB97M-V/def2-TZVPD, the OMol25 dataset).

```
! wB97M-V def2-TZVPD RIJCOSX def2/J DEFGRID3
* xyz 0 1
O -0.57 0.07 2.63
N -0.27 -0.66 1.52
C -0.18 0.07 0.55
O -0.40 1.37 0.35
N 0.02 1.69 -0.99
C 0.28 0.57 -1.62
N 0.36 -0.38 -0.74
O 0.27 -1.79 -0.88
H -0.97 0.90 2.40
H 0.31 0.39 -2.72
H 1.14 -2.23 -0.51
*
```

Calculated values
E_HOMO	-0.323	hartree
ΔE to the lowest compared entry with this formula, charge and spin	111.8	kcal per mole
HOMO-LUMO gap	9.2	eV
DFT total energy	-12729.111	eV
E_LUMO	0.5	eV
SMILES string	O/N=c1\oncn1O